No. 1
Entry from the Open Molecules 2025 dataset: a molecular structure, C43H37AsN12PSTc (ωB97M-V with the def2-TZVPD basis set).

Values from the calculation:
2S+1 ... 4
Molecular weight ... 957.82 g/mol
Charge ... +3
HOMO (spin up / spin down) ... -0.553 / -0.553 hartree
Expectation value of S² ... 3.7951

XYZ file:
```
96
Properties=species:S:1:pos:R:3:forces:R:3
H 4.329827 -3.176442 3.685036 0.0 0.0 0.0
H 1.838239 -3.219312 -5.396258 0.0 0.0 0.0
H -0.537796 0.540011 -5.711560 0.0 -0.1 0.0
N 0.772602 -2.967660 -3.541918 -0.1 0.4 0.2
C 0.126494 4.002853 1.323772 0.2 0.0 -0.2
C 3.279241 0.027332 -0.981062 -0.1 0.1 -0.1
H 2.709286 -1.366215 -2.506036 0.1 0.0 0.0
H 0.637594 4.928652 1.522108 -0.1 0.1 0.0
N -0.475866 1.977178 0.631886 0.0 0.1 0.1
H -5.475190 0.675762 -2.197626 -0.1 0.0 0.0
H 1.536886 1.114073 3.164220 0.0 0.0 0.0
C 3.722413 -3.166497 2.790484 0.0 0.0 0.0
C -1.289205 -1.741735 3.464196 0.2 -0.1 -0.1
C 3.266339 -1.957322 2.283698 0.0 0.2 0.0
C -4.609491 0.678522 -1.558946 0.1 -0.1 -0.2
C 3.944346 1.540947 0.790279 -0.2 -0.1 0.2
H -0.027046 -2.453884 1.801882 0.0 0.0 0.0
C 2.426952 1.505550 2.680408 -0.1 -0.1 0.0
N -4.623664 1.214259 -0.304226 0.2 -0.1 0.0
C -0.818769 2.267192 -2.378716 -0.1 0.3 -0.1
H -2.853704 4.685005 2.411530 0.1 0.0 -0.1
H -1.901090 4.077343 3.774842 0.1 0.0 0.0
H 1.379890 -0.544923 -5.619130 0.0 0.0 0.0
N 0.367802 -0.837994 -3.720068 0.2 -0.5 0.2
C 0.491834 2.943932 0.546859 0.0 0.1 0.0
H 4.653471 -0.817621 -3.948216 0.0 0.0 0.0
N -5.487880 -3.011387 3.512724 0.0 0.0 0.1
H -1.579465 3.974662 -3.395280 0.0 0.0 0.0
H 2.952295 2.788511 4.316236 0.0 0.0 0.0
P -2.923122 1.534736 1.937176 0.5 -0.1 -0.3
H 6.072755 1.953259 -1.023141 0.0 0.0 0.0
H 1.367300 2.818071 -0.066988 0.1 0.1 0.1
C -3.799964 -2.983374 0.534001 0.4 -0.2 -0.3
H 5.620567 2.869074 0.972878 0.0 0.0 0.0
H -1.429162 2.843960 -5.640984 0.0 0.0 0.0
H -1.200898 -2.435165 4.282412 0.0 0.0 0.0
H 1.548003 -3.130175 -0.390585 0.1 -0.1 0.0
H -5.938273 1.546466 1.310908 0.1 -0.1 0.0
C -2.824307 -0.226218 4.715680 -0.2 0.1 0.4
H -6.645576 1.708973 -0.299304 0.0 -0.1 0.0
H -1.354509 5.494224 2.873140 0.0 0.0 -0.1
N -2.602131 0.427301 -0.645450 -0.5 0.1 0.0
C -5.126209 -2.865823 0.987955 0.0 0.1 0.2
H -2.120640 -0.044124 5.526680 0.0 0.0 0.0
C 4.221058 0.965837 -0.536866 -0.1 -0.2 -0.2
C 3.221141 2.442798 3.327248 -0.1 0.0 0.1
C 3.426773 -0.613142 -2.198492 -0.1 -0.1 0.0
H -3.386637 0.682598 4.518684 0.0 0.0 -0.1
C 1.079873 -1.232339 -4.850568 0.2 -0.1 -0.2
N -1.132291 -0.634303 1.546652 -0.1 -0.1 0.0
N -6.885055 -1.928198 -0.607404 0.0 0.0 -0.1
H 0.185490 -4.441305 -2.180000 0.0 0.1 0.0
N -1.077945 3.683316 1.879588 0.0 -0.2 -0.1
N -2.703828 -3.054385 0.175046 -0.5 0.0 0.4
C 5.460413 0.611530 -2.567902 0.0 0.0 0.0
H -3.516407 -1.004025 5.026524 0.0 -0.1 -0.1
C -0.596780 1.067514 -4.771470 -0.1 0.0 0.0
C 0.797582 -4.343481 -3.071232 0.1 -0.5 0.1
C 5.318390 1.247871 -1.343882 0.0 0.0 0.0
C -5.360383 -2.990070 2.366954 -0.1 0.0 0.1
C -0.205844 0.442114 -3.591488 -0.1 0.2 -0.1
C -6.126092 -2.412878 0.113551 0.0 0.1 -0.1
C 2.172732 -3.139888 0.493281 0.0 0.1 -0.1
H -5.580048 2.975624 0.322724 0.0 0.0 0.0
H 3.515442 -1.034994 2.792942 0.0 0.0 0.0
C -3.352594 0.188058 -1.762156 -0.3 0.0 -0.1
As 1.884873 -0.262942 0.333593 1.5 -0.2 0.1
N -0.339442 1.004600 -2.381682 -0.1 0.1 0.1
C -0.701602 -1.735209 2.234028 -0.1 -0.2 0.2
C 2.630847 -4.344143 1.003511 0.0 0.0 0.0
H -0.901041 2.749439 -1.420498 -0.1 -0.1 0.0
H 4.984892 3.657359 3.217510 0.0 0.0 0.0
C -1.199326 2.969084 -3.499632 0.0 0.0 0.0
S -0.628818 -2.067911 -1.428196 -0.3 0.2 0.1
C 1.325688 -2.546731 -4.730868 0.0 0.1 -0.2
C 4.727787 2.485117 1.446682 -0.1 0.0 -0.1
H 2.380457 -5.274620 0.511787 0.0 0.0 0.0
C 2.494955 -1.942825 1.127768 -0.3 0.0 0.0
H 1.819688 -4.647334 -2.847134 0.0 0.1 0.0
H -2.967545 -0.342447 -2.615264 0.0 0.0 0.0
C 4.522892 -0.318301 -2.997776 0.0 0.0 0.0
C -1.420020 2.453907 1.443938 -0.1 0.0 0.2
N -2.088808 -0.637171 3.528212 0.0 0.0 -0.4
Tc -0.556880 0.063139 -0.350012 0.1 0.2 -0.2
H 6.321247 0.826369 -3.185554 0.0 0.0 0.0
C -5.758750 1.901255 0.297793 -0.3 0.2 0.2
C 3.407417 -4.357191 2.154058 0.0 0.0 0.0
C -1.108718 2.349450 -4.734918 0.1 -0.1 0.2
C -1.994202 0.009667 2.347078 -0.1 0.1 0.1
H 0.404921 -4.999475 -3.846062 0.0 0.1 0.0
H 3.761285 -5.295614 2.557702 0.0 0.0 0.0
C 4.365862 2.930670 2.709426 0.0 0.0 0.0
C -1.843528 4.528467 2.785314 -0.3 0.2 0.3
C 0.207230 -1.923544 -2.913648 0.1 0.0 0.0
C 2.790917 1.053357 1.422226 -0.1 0.2 0.1
C -3.397441 1.043389 0.233398 0.0 0.0 0.2
```
Positions in Å, forces in eV/Å.

***

No. 2
Entry from the Open Molecules 2025 dataset: a molecular structure, C43H37AuN4O4P2S (ωB97M-V with the def2-TZVPD basis set).

Values from the calculation:
2S+1 ... 3
Molecular weight ... 964.78 g/mol
Charge ... +2
HOMO (spin up / spin down) ... -0.418 / -0.493 hartree
Expectation value of S² ... 2.0129

XYZ file:
```
92
Properties=species:S:1:pos:R:3:forces:R:3
C 0.340943 -2.380812 -3.654404 0.0 0.0 0.0
O 5.408312 3.520509 1.304277 0.2 0.1 -0.1
H -7.490360 -0.143926 0.635458 0.0 0.0 0.0
H -6.017511 2.076294 -3.315696 0.0 0.0 0.0
H -7.403569 -1.952218 -1.045916 0.0 0.0 0.0
H -3.475215 -8.361152 1.734269 0.0 0.0 0.0
P -1.721010 -1.361558 -2.076032 0.0 0.0 -0.1
C -0.167112 1.456546 0.738936 0.0 -0.2 0.3
C -3.065813 -0.248928 -2.483423 0.0 0.0 0.0
N 4.541284 2.706920 1.123780 -0.4 -0.2 0.3
C 3.840141 -0.049043 -2.040356 0.0 0.0 0.0
C -2.973561 -4.762176 0.436246 0.0 0.0 0.0
C -6.531480 -1.727510 -0.446706 0.0 0.0 0.0
H 1.221690 5.464815 2.709477 0.0 0.0 0.0
H -5.344857 -3.258147 -1.351287 0.0 0.0 0.0
C 0.500981 -2.529804 2.495824 0.0 0.0 0.0
C -0.313797 -0.942098 4.548405 0.0 0.0 0.0
H 1.608539 -3.653179 3.934637 0.0 0.0 0.0
C -4.081123 -6.312314 1.906353 0.0 0.0 0.0
H 5.748241 -1.718896 0.220369 0.0 0.0 0.0
C 6.316752 0.123474 -1.701914 0.0 0.1 0.1
C 1.495733 4.544482 2.213180 0.0 0.0 0.0
Au -0.992492 -1.243317 0.149047 0.0 0.0 0.0
C 1.322998 -2.277456 -4.626149 0.0 0.0 0.0
C 2.187843 2.170860 0.937722 0.0 -0.1 0.0
H -4.689090 2.455652 -1.268247 0.0 0.0 0.0
C -3.811532 -0.461647 -3.645455 0.0 0.0 0.0
C -2.414692 -3.051511 -1.913853 0.0 0.0 0.0
C -2.394608 -7.098281 0.380388 0.0 0.0 0.0
H -1.365248 0.107142 2.978070 0.0 -0.1 0.0
H 1.971989 -3.119830 -4.825737 0.0 0.0 0.0
N -0.318795 -1.503418 2.236707 0.1 0.0 0.0
H -4.812278 -6.510363 2.678399 0.0 0.0 0.0
C -2.208427 -5.806669 -0.083624 0.0 0.0 0.0
C -0.366285 -0.122884 -4.133244 0.0 0.0 0.0
H -0.535336 3.850070 1.995817 0.0 0.0 0.0
H 0.867796 -2.197911 5.828339 0.0 0.0 0.0
H -1.027856 0.714226 -3.948461 0.0 0.0 0.0
C -6.578861 -0.711205 0.501354 0.0 0.0 0.0
H 1.711823 -0.305332 -2.149335 0.0 0.0 0.0
H -4.503854 -4.212877 1.850191 0.0 0.0 0.0
O 0.292647 0.576427 -0.069242 -0.2 -0.2 -0.1
H 3.882379 0.674845 -2.843314 0.0 0.0 0.0
H -1.470612 -5.624199 -0.855914 0.0 0.0 0.0
H -3.560968 -1.273207 -4.319980 0.0 0.0 0.0
H -3.284655 -3.263687 -2.533934 0.0 0.0 0.0
C -3.904976 -5.017979 1.442821 0.0 0.0 0.0
H 7.781979 1.430097 -1.233444 0.0 0.0 0.0
H 0.254857 -3.299587 -3.087719 0.0 0.0 0.0
C 0.624986 -0.022666 -5.098137 0.0 0.0 0.0
C -3.330147 -7.351294 1.375076 0.0 0.0 0.0
C 2.835809 4.260045 1.988939 0.0 0.0 0.0
H 2.459807 1.248467 0.448763 0.0 0.0 0.0
C 3.146476 3.063527 1.362964 0.1 0.1 0.0
H -1.812049 -7.909052 -0.035808 0.0 0.0 0.0
C 4.979917 -0.435555 -1.343610 0.0 0.0 -0.1
O 4.754639 1.544384 0.758086 0.4 0.3 -0.2
C -4.295751 -1.147858 1.097189 0.0 0.0 0.0
C 0.952042 -2.810790 3.769407 0.0 0.0 0.0
H 3.621114 4.934298 2.298076 0.0 0.0 0.0
C -4.872399 0.374959 -3.940765 0.0 0.0 0.0
H 0.787736 -3.138175 1.647086 0.0 0.0 0.0
O -1.295845 1.452768 1.242040 0.1 0.1 -0.3
H -5.453334 0.214827 -4.838991 0.0 0.0 0.0
C 0.511334 3.647537 1.812427 0.1 0.0 0.0
C 3.623834 -1.906483 -0.067753 0.0 0.1 0.0
S 6.977324 -0.645898 -3.045078 0.0 0.0 0.1
C 2.626731 -0.610130 -1.659122 0.1 0.0 0.0
N 2.515754 -1.532163 -0.704464 0.1 0.0 0.0
C 0.858991 2.466995 1.164000 -0.2 0.2 0.0
P -2.695271 -3.061678 -0.093935 0.0 0.1 0.0
C -0.516337 -1.308031 -3.412678 0.0 0.0 0.0
C 4.880797 -1.380845 -0.330194 0.0 -0.1 -0.1
H 6.305595 1.561377 -0.280561 0.1 -0.5 0.0
N 6.863567 1.070122 -1.005028 -0.2 0.3 0.0
H -0.664365 -0.287326 5.333335 0.0 0.0 0.0
H -1.628297 -3.773257 -2.142118 0.0 0.0 0.0
C 1.465632 -1.099069 -5.347624 0.0 0.0 0.0
C -4.241331 -2.164371 0.146827 0.0 0.0 0.0
C -5.368822 -2.457749 -0.620785 0.0 0.0 0.0
C -4.442684 1.637705 -1.932056 0.0 0.0 0.0
C -0.720072 -0.721683 3.244646 -0.1 0.1 0.0
C -3.376051 0.802565 -1.625307 0.0 0.0 0.0
H 2.224492 -1.024797 -6.115494 0.0 0.0 0.0
H 0.728456 0.891943 -5.666664 0.0 0.0 0.0
C 0.535987 -2.001689 4.817696 0.0 0.0 0.0
C -5.466118 -0.424910 1.276868 0.0 0.0 0.0
H -2.796094 0.970924 -0.723641 0.0 0.0 0.0
H -3.420197 -0.907946 1.689771 0.0 0.0 0.0
C -5.187147 1.423176 -3.081555 0.0 0.0 0.0
H -5.504171 0.364841 2.015031 0.0 0.0 0.0
H 3.512306 -2.664885 0.698361 0.0 0.0 0.0
```
Positions in Å, forces in eV/Å.

***

No. 3
Entry from the Open Molecules 2025 dataset: a molecular structure, C43H37F3GeMoN3O2 (ωB97M-V with the def2-TZVPD basis set).

Values from the calculation:
Molecular weight ... 853.33 g/mol
Charge ... +1
HOMO ... -0.397 hartree

XYZ file:
```
90
Properties=species:S:1:pos:R:3:forces:R:3
C -0.366075 1.542218 3.168616 -0.1 0.0 0.0
C 2.744448 -1.234450 1.474826 0.1 -0.2 -0.2
C 3.384468 1.258552 -1.356504 -0.4 -0.1 0.0
C -1.844178 3.388042 0.465924 0.2 -0.1 -0.2
H -2.521171 4.234817 0.398091 0.0 0.0 0.1
C -0.480178 -4.212996 0.489455 -0.1 -0.2 -0.3
C -2.135312 -2.326389 4.810267 0.0 0.0 -0.1
C 4.230549 2.179011 -0.748320 -0.1 0.2 0.2
C 0.570323 -2.051772 4.201186 -0.1 -0.1 0.0
H 5.877362 -1.783511 0.295465 0.0 0.0 0.0
H -0.687087 -5.624363 -2.599347 0.0 0.0 0.1
H -3.060927 1.437211 -4.661386 0.0 0.1 0.1
H 7.080930 1.357083 -2.367325 0.0 0.0 0.0
Ge 0.215725 -2.659650 1.362813 0.3 0.3 0.1
H -0.801131 2.681008 4.982400 0.0 0.0 -0.1
C 4.093634 -1.013184 1.216753 -0.1 -0.1 0.0
H 0.096277 0.542557 -3.341324 0.0 0.0 0.0
F -5.094927 -2.082908 0.852980 0.0 -0.1 -0.1
F -4.792007 -1.019825 -1.017990 0.0 -0.1 -0.1
H 3.167227 -0.344480 -2.778030 0.1 0.0 0.1
Mo -0.916932 0.716411 0.172073 -0.6 -3.1 3.1
C -1.522332 3.471433 3.008374 -0.1 0.1 0.3
H 4.575285 -0.113195 1.582667 0.0 0.0 0.0
C 2.116279 -2.410167 1.039088 0.3 0.1 0.0
C -3.931182 -0.035449 0.930666 0.8 0.3 0.1
H 0.137097 0.643540 3.501701 -0.1 0.1 -0.1
C -1.563064 -6.368343 0.592375 0.0 0.0 0.0
F -3.138019 -2.052704 -0.069440 0.0 -0.1 0.0
C -4.248356 -1.331922 0.171976 0.0 0.0 -0.2
N -0.639586 1.751730 1.835517 0.0 0.0 -0.4
H -1.141790 0.026331 -4.482605 0.0 0.0 0.0
C 2.005703 1.159994 -0.956590 2.4 0.2 -0.7
H -1.589239 0.243360 -1.517321 -0.3 -0.5 0.0
C -0.805692 -5.508571 -1.528261 0.0 0.1 0.1
H -1.795608 -7.397842 -1.277755 0.0 0.1 0.0
C -2.197869 1.970655 -2.772723 0.0 -0.2 0.2
H -1.593610 -1.689085 6.788563 0.0 0.0 -0.1
H -3.188120 -2.433899 5.047636 0.1 0.0 0.0
C -1.238772 -1.909059 5.788042 0.0 0.0 0.0
H 2.395228 -4.256599 -0.035981 0.0 0.0 0.0
C -1.423718 -6.507253 -0.783139 0.0 0.0 0.0
H -0.596364 -1.090153 -3.225287 0.0 0.1 0.0
C 2.863332 -3.341852 0.313648 0.0 0.1 0.1
C 0.112744 -1.779654 5.486816 -0.1 0.0 -0.1
C 5.183603 0.410026 -2.686706 0.0 0.0 0.0
C 4.210091 -3.111277 0.040770 -0.1 0.0 0.0
H -2.388289 -2.929463 2.767676 0.0 0.1 0.0
O -4.648335 0.332948 1.807592 0.0 0.2 0.1
C -0.321842 -2.463104 3.208966 -0.2 0.0 0.2
C -1.914585 0.484610 -2.519666 0.2 0.9 -1.0
C -1.680808 -2.600780 3.524960 0.2 0.1 0.1
H 0.808839 6.322317 -1.575364 0.0 -0.1 0.0
H 3.842803 2.865861 -0.005131 0.0 -0.1 0.0
C -1.882916 3.037667 -1.913815 0.0 -0.1 0.3
O -2.852949 0.601381 0.497190 -0.7 -0.1 -0.4
H 4.777126 -3.839420 -0.528854 0.0 0.0 0.1
H 6.241427 2.887575 -0.619339 0.0 0.0 -0.1
C -1.215560 5.519494 -1.690051 0.1 -0.2 -0.1
H -3.397594 3.772741 -5.389054 0.1 0.0 0.1
C -2.475616 4.599086 -3.632261 -0.1 0.1 -0.1
C 3.849448 0.366528 -2.323316 -0.1 -0.1 -0.1
H 1.628751 -1.957380 3.978172 -0.1 0.0 0.0
C -2.937439 3.562532 -4.430126 0.0 0.0 0.0
C -2.760950 2.256998 -4.013076 0.0 0.0 -0.1
H -1.630073 6.454617 -2.065937 0.0 0.0 0.0
C -0.873699 2.574406 3.909201 0.0 0.1 0.0
H -1.338518 5.528021 -0.613033 -0.1 0.1 0.0
H 2.177568 -0.483178 2.017809 0.0 0.0 0.0
H -2.049884 4.379940 3.268119 0.1 -0.1 0.0
N -1.476943 2.718572 -0.579585 -0.2 0.9 -0.4
H 5.559070 -0.272813 -3.438436 0.0 0.1 0.0
C -1.931281 4.365499 -2.377396 0.2 0.1 0.1
C 4.826223 -1.953485 0.497686 -0.1 0.0 0.0
H -2.819577 -0.098299 -2.646157 -0.2 -0.1 0.2
C -0.337247 -4.364129 -0.895017 -0.1 -0.1 0.1
C 0.287502 5.462036 -2.001477 -0.1 0.0 0.0
H -1.194579 -5.130158 2.306084 0.0 0.0 -0.1
N 0.934371 0.982406 -0.636067 -0.8 0.2 -0.2
C -1.089875 -5.225952 1.230391 0.0 0.0 -0.2
C -0.816704 -0.043268 -3.446558 -0.1 -0.1 0.0
H 0.458396 5.456516 -3.079887 0.0 0.0 0.1
C -1.367399 2.962776 1.752230 0.1 -0.2 -0.2
H 0.811170 -1.469514 6.253955 0.0 0.0 0.0
H 0.728651 4.552910 -1.583626 0.0 0.0 0.0
C 5.565475 2.195001 -1.102901 0.1 0.0 0.0
H -2.534672 5.622123 -3.992112 0.0 -0.1 0.0
C 6.038245 1.321370 -2.075573 0.0 0.0 0.0
H -2.038339 -7.151631 1.170678 0.0 0.0 0.0
H 0.143127 -3.585016 -1.481295 0.0 0.0 0.0
C -0.449586 -0.941767 0.651746 -0.7 1.9 -0.2
```
Positions in Å, forces in eV/Å.

***

> Which of these has the highest charge?

C43H37AsN12PSTc

***

> What is the charge in the third record?

+1

***

> Which formula does entry 2 have?

C43H37AuN4O4P2S